(1)
{
  "formula": "C44H51N8O2S2V",
  "method": "ωB97M-V/def2-TZVPD",
  "elements": ["N", "V", "C", "C", "C", "S", "H", "C", "H", "H", "C", "H", "C", "O", "H", "H", "C", "H", "H", "C", "C", "H", "C", "C", "N", "N", "C", "C", "H", "C", "H", "H", "H", "C", "H", "H", "H", "N", "C", "H", "H", "H", "H", "H", "C", "C", "H", "H", "C", "H", "N", "C", "S", "H", "C", "C", "H", "C", "C", "H", "C", "C", "H", "C", "H", "H", "C", "H", "H", "H", "H", "N", "C", "C", "C", "H", "H", "H", "H", "H", "C", "O", "H", "H", "H", "C", "N", "H", "H", "C", "H", "H", "C", "C", "N", "H", "H", "C", "C", "H", "C", "C", "C", "H", "C", "C", "H", "C"],
  "xyz": [[10.288, 11.216, 11.336], [11.081, 13.180, 11.100], [7.167, 15.826, 8.230], [10.026, 15.904, 9.652], [13.739, 12.970, 14.482], [16.393, 12.610, 11.387], [13.433, 14.982, 16.631], [7.225, 13.493, 9.293], [10.389, 19.431, 12.071], [7.736, 19.566, 11.824], [10.964, 10.140, 11.977], [14.447, 11.044, 8.372], [12.424, 15.053, 13.838], [11.229, 15.645, 8.901], [11.606, 8.121, 14.215], [15.151, 9.404, 13.340], [13.189, 12.550, 8.756], [9.655, 16.861, 9.244], [4.093, 12.950, 10.322], [10.294, 16.142, 11.180], [5.843, 13.114, 9.092], [10.997, 6.487, 14.086], [9.154, 9.277, 11.147], [16.468, 13.974, 10.346], [15.111, 17.061, 9.462], [10.784, 14.993, 11.884], [8.199, 12.700, 9.995], [8.321, 18.587, 11.886], [12.675, 9.376, 13.077], [5.162, 12.739, 10.376], [7.181, 7.524, 8.809], [12.404, 15.066, 6.626], [14.129, 10.981, 10.544], [15.584, 16.207, 10.104], [13.807, 17.580, 14.046], [16.079, 10.882, 13.973], [10.945, 18.812, 14.008], [12.731, 12.147, 9.944], [11.614, 17.999, 14.045], [15.052, 14.545, 14.738], [7.382, 14.575, 6.465], [8.696, 8.582, 8.709], [12.823, 15.629, 14.683], [8.471, 7.218, 11.016], [14.072, 14.058, 16.756], [13.226, 14.674, 7.223], [15.642, 13.158, 15.565], [7.788, 17.932, 11.204], [10.392, 17.356, 11.854], [16.102, 9.347, 14.839], [9.409, 13.427, 10.088], [15.459, 9.999, 14.207], [16.915, 13.985, 8.728], [7.654, 16.777, 8.441], [10.855, 7.622, 12.222], [7.794, 14.757, 9.074], [6.107, 15.965, 8.418], [8.064, 11.394, 10.308], [14.695, 13.662, 15.402], [13.595, 11.627, 6.972], [16.125, 15.339, 12.287], [12.845, 13.644, 13.634], [8.639, 15.891, 6.701], [14.306, 10.543, 15.030], [10.334, 6.767, 11.688], [5.285, 13.888, 8.571], [12.530, 11.485, 13.272], [5.885, 12.282, 8.399], [13.550, 9.689, 15.172], [13.404, 19.233, 14.432], [13.226, 18.748, 12.746], [11.849, 14.442, 9.251], [7.581, 15.595, 6.759], [9.807, 18.665, 11.541], [12.727, 13.909, 8.402], [7.224, 8.545, 11.335], [11.902, 7.639, 11.850], [9.852, 7.833, 14.153], [7.091, 10.944, 10.283], [8.142, 18.140, 12.884], [8.123, 8.256, 10.739], [13.182, 10.765, 10.282], [14.659, 10.966, 15.941], [15.082, 12.482, 7.692], [5.625, 13.270, 11.266], [16.220, 15.244, 10.910], [15.998, 15.630, 13.430], [14.903, 14.280, 17.451], [7.042, 9.246, 9.137], [10.303, 8.913, 11.801], [13.799, 15.568, 7.629], [6.937, 16.215, 6.110], [10.823, 7.491, 13.773], [14.150, 11.922, 7.838], [12.054, 12.748, 12.899], [5.327, 11.657, 10.686], [14.009, 14.212, 6.643], [11.154, 17.022, 13.033], [7.713, 8.399, 9.217], [13.448, 13.327, 17.248], [11.508, 15.630, 12.980], [13.556, 11.601, 14.295], [12.097, 10.257, 12.754], [11.512, 17.533, 15.040], [9.172, 10.681, 10.849], [13.083, 18.410, 13.826], [9.890, 18.842, 10.464], [9.122, 14.677, 9.540]],
  "forces_ev_per_angstrom": [[2.335, 0.362, 1.689], [1.488, -0.870, -0.108], [1.415, 0.313, -0.062], [-0.079, -1.347, 2.209], [0.658, -1.806, 0.509], [-0.269, -0.547, -0.195], [0.680, -0.839, 0.331], [2.001, 1.537, 1.430], [-0.503, 0.020, -0.190], [1.015, -0.989, 0.181], [0.585, 1.431, -0.247], [0.362, -0.851, -0.149], [0.426, -3.076, -1.299], [1.613, -0.309, -0.379], [-0.373, -0.183, -0.029], [0.092, 0.514, -0.025], [-0.761, 0.953, 3.196], [-0.074, -0.875, -0.161], [0.009, -0.164, 0.229], [0.554, -2.782, -1.301], [-0.408, -0.523, -0.916], [0.094, -0.803, 0.254], [-0.201, -2.202, -0.473], [0.510, -0.442, 0.066], [0.053, -0.914, 0.558], [1.202, 3.954, -0.045], [0.235, 2.293, -1.685], [-1.418, 1.272, 0.657], [-0.609, 0.503, -0.238], [0.233, -0.968, 2.276], [0.418, 0.196, 0.218], [0.009, -0.102, -0.093], [-0.777, -0.333, -0.018], [0.193, 1.706, -0.489], [-0.745, 0.605, -0.495], [-0.100, -0.583, -0.655], [-0.626, 1.271, 0.127], [1.012, -1.594, -2.315], [1.254, -1.325, 0.672], [-0.550, -0.919, 1.644], [0.386, -0.395, -0.111], [-1.171, -0.118, -0.183], [0.059, -0.339, -0.721], [-0.539, 1.169, -0.346], [0.381, 1.618, -0.249], [0.847, 1.456, 0.784], [-0.089, -0.697, -0.074], [0.160, -0.279, -0.294], [1.943, -2.249, 2.104], [-0.404, 0.197, -0.319], [-1.722, 1.775, -1.145], [1.246, 0.110, 0.850], [-0.078, -0.608, -1.105], [-0.305, 0.243, 0.489], [0.205, -1.048, -0.029], [-0.471, -1.394, -0.079], [-0.151, -0.255, -0.161], [2.091, -1.225, 1.342], [-0.066, 1.426, -1.142], [-0.003, -0.030, -0.946], [-0.901, 1.764, 3.511], [-2.344, 2.085, 0.362], [-0.391, -0.426, -0.470], [-2.104, -1.822, -1.472], [0.579, 0.933, 0.814], [0.037, 0.204, 0.027], [0.641, 0.063, 0.299], [-0.498, -0.522, -0.252], [1.064, 1.055, 0.548], [-0.099, 0.571, 0.560], [-0.046, -0.626, 1.273], [0.183, -1.422, -0.580], [-1.077, 0.705, 0.231], [-0.295, 0.075, -0.570], [-2.044, 2.461, 1.393], [0.300, -0.847, -0.202], [-0.407, -0.440, 0.324], [0.218, -0.127, -0.043], [0.050, -0.297, -0.283], [0.247, 0.422, -0.357], [-1.182, 0.488, -0.156], [0.874, 2.826, -0.432], [0.117, -0.001, 0.890], [-0.314, 0.456, -0.107], [-0.725, -0.162, -1.130], [-0.767, -0.486, -0.215], [0.476, -0.588, -2.567], [-0.485, 0.208, -0.179], [0.174, 0.149, -0.366], [-1.277, 1.432, -1.261], [-0.830, -0.696, -0.128], [0.579, 0.028, 0.059], [-0.035, 0.622, -0.678], [-0.003, -0.990, 1.422], [1.114, -0.304, -0.022], [-0.523, 1.185, -0.677], [-0.249, -0.651, -0.209], [-0.672, -0.489, -1.675], [1.287, -0.507, 0.945], [-0.155, -0.567, -0.183], [-1.703, 0.631, -0.302], [-0.294, 2.005, -0.578], [0.248, 1.405, 0.574], [-0.006, 0.287, -0.155], [-2.395, -1.039, -0.387], [0.552, -0.405, -1.522], [0.163, 0.298, 0.074], [-0.355, 0.117, 0.510]],
  "lumo_ev": [0.196, 0.009],
  "energy_ha": -4035.991311,
  "fmax_ev_per_a": 4.13,
  "homo_energy_ev": [-3.22, -3.22],
  "s2": 0.859,
  "multiplicity": 2,
  "total_charge": -1
}

(2)
{
  "formula": "C5H6Cl2O",
  "method": "ωB97M-V/def2-TZVPD",
  "elements": ["O", "H", "C", "C", "H", "Cl", "C", "H", "Cl", "H", "C", "C", "H", "H"],
  "xyz": [[-0.545, 0.502, 0.768], [3.555, -0.004, -0.768], [0.280, 0.111, -0.215], [-2.984, 0.583, 0.919], [-0.105, -0.165, -1.212], [-3.322, 1.143, 2.644], [-1.868, 0.265, 0.326], [2.159, -0.105, -2.011], [2.087, -0.045, 1.623], [2.743, -1.671, -1.099], [2.555, -0.479, -0.909], [1.593, -0.049, 0.141], [-2.114, -0.412, -0.610], [-4.034, 0.328, 0.403]],
  "forces_ev_per_angstrom": [[-3.841, -0.613, -0.950], [-0.742, -0.425, -0.099], [3.565, -0.525, 0.173], [-4.378, -0.035, 1.500], [0.298, 0.607, 0.680], [0.877, -0.315, -2.124], [0.690, -1.156, -0.983], [1.006, -0.867, 2.786], [1.835, 0.397, 5.607], [-0.567, 2.810, 1.018], [0.634, -1.148, -4.049], [-3.501, -1.028, -6.467], [1.308, 1.728, 1.645], [2.817, 0.569, 1.262]],
  "smiles": "C/C(Cl)=C/O/C=C\\Cl",
  "lumo_ev": 0.669,
  "energy_ha": -1189.614990,
  "fmax_ev_per_a": 7.43,
  "homo_energy_ev": -8.31,
  "total_charge": 0
}